Entry 1:
This record from the OMol25 dataset describes 7 unconnected molecules or ions with the total composition C27H62BNO19PSi. The level of theory is the ωB97M-V functional and the def2-TZVPD basis.

```
! wB97M-V def2-TZVPD RIJCOSX def2/J DEFGRID3
* xyz 1 1
C -1.45 -2.31 0.28
Si -0.14 -2.47 -1.03
C 0.78 -0.88 -1.22
C -0.90 -3.11 -2.59
P 1.29 -4.14 -0.25
B 2.26 -5.35 -1.54
N 1.98 -5.18 -2.89
O 3.17 -6.18 -0.98
H -1.79 -1.27 0.29
H -2.32 -2.94 0.07
H -1.12 -2.54 1.29
H 1.76 -0.97 -1.70
H 0.92 -0.39 -0.26
H 0.17 -0.23 -1.86
H -1.72 -2.44 -2.83
H -1.34 -4.10 -2.45
H -0.22 -3.15 -3.44
H 2.28 -3.67 0.63
H 0.53 -4.99 0.57
H 2.56 -5.75 -3.50
H 1.05 -5.11 -3.28
H 2.83 -6.94 -0.50
C 1.93 2.28 1.81
C 0.92 1.53 2.65
O 0.02 2.40 3.35
C -0.96 2.91 2.59
O -1.14 2.66 1.42
O -1.69 3.72 3.34
C -2.75 4.40 2.64
H 2.48 2.99 2.42
H 2.64 1.58 1.37
H 1.43 2.83 1.00
H 1.43 0.98 3.45
H 0.34 0.83 2.06
H -3.38 3.68 2.12
H -2.33 5.11 1.93
H -3.32 4.91 3.40
C 3.09 2.55 5.77
C 1.79 3.23 6.15
O 1.38 2.90 7.49
C 2.05 3.53 8.46
O 2.92 4.35 8.30
O 1.60 3.09 9.63
C 2.25 3.67 10.78
H 3.00 1.47 5.90
H 3.32 2.76 4.73
H 3.91 2.91 6.39
H 0.97 2.89 5.53
H 1.87 4.32 6.06
H 2.20 4.75 10.73
H 3.29 3.35 10.81
H 1.70 3.29 11.63
C 7.40 -12.23 -2.19
C 7.82 -11.44 -0.97
O 7.98 -10.03 -1.27
C 6.86 -9.34 -1.36
O 5.74 -9.74 -1.19
O 7.17 -8.08 -1.70
C 6.03 -7.23 -1.85
H 8.11 -12.08 -3.00
H 7.38 -13.29 -1.94
H 6.41 -11.93 -2.52
H 8.81 -11.74 -0.62
H 7.11 -11.55 -0.16
H 5.42 -7.25 -0.95
H 5.43 -7.55 -2.70
H 6.43 -6.23 -2.02
C -1.95 5.58 -2.41
C -2.88 4.80 -1.51
O -3.80 5.66 -0.81
C -4.82 6.13 -1.54
O -5.04 5.86 -2.70
O -5.55 6.93 -0.78
C -6.67 7.54 -1.45
H -1.42 6.35 -1.84
H -1.21 4.91 -2.84
H -2.50 6.06 -3.22
H -2.33 4.31 -0.70
H -3.44 4.05 -2.06
H -7.29 6.78 -1.92
H -6.31 8.23 -2.22
H -7.21 8.07 -0.68
C -1.76 -7.81 2.74
C -1.08 -6.60 2.16
O 0.07 -6.98 1.35
C -0.21 -7.45 0.14
O -1.29 -7.51 -0.39
O 0.95 -7.84 -0.44
C 0.80 -8.43 -1.75
H -1.05 -8.41 3.32
H -2.56 -7.49 3.40
H -2.19 -8.43 1.96
H -0.65 -5.97 2.93
H -1.76 -6.01 1.54
H 0.23 -7.76 -2.38
H 0.31 -9.39 -1.68
H 1.82 -8.54 -2.10
C -4.32 8.10 -5.58
C -3.77 9.32 -4.89
O -3.89 10.51 -5.70
C -5.11 11.05 -5.72
O -6.07 10.66 -5.10
O -5.09 12.09 -6.56
C -6.36 12.75 -6.71
H -3.83 7.95 -6.54
H -4.14 7.22 -4.95
H -5.39 8.19 -5.73
H -2.69 9.24 -4.72
H -4.26 9.50 -3.93
H -6.75 13.05 -5.74
H -7.07 12.09 -7.20
H -6.15 13.62 -7.33
*
```

Entry 2:
This record from the OMol25 dataset describes a molecular structure, C17H19Br37O6S at a distorted geometry. The level of theory is the ωB97M-V functional and the def2-TZVPD basis.

```
! wB97M-V def2-TZVPD RIJCOSX def2/J DEFGRID3
* xyz 0 1
C -4.64 -1.03 -1.21
C -4.88 0.23 -0.32
O -4.74 0.10 0.84
O -5.21 1.46 -0.89
C -6.61 1.57 -1.12
O -6.95 1.64 -2.51
S -7.72 0.26 -3.05
O -8.17 0.64 -4.37
O -9.13 0.05 -2.18
C -9.04 -1.02 -1.25
C -9.79 -0.54 0.05
O -10.79 0.04 -0.11
Br -9.10 -0.83 1.85
H -4.71 -0.76 -2.29
H -3.61 -1.38 -1.03
H -5.34 -1.85 -0.97
H -7.16 0.78 -0.56
H -6.92 2.54 -0.67
H -7.99 -1.30 -0.99
H -9.53 -1.96 -1.62
C -0.85 0.49 -3.01
Br -0.04 -0.71 -1.72
Br -0.61 -0.14 -4.81
Br -2.71 0.81 -2.60
H -0.34 1.44 -2.93
C 3.76 -0.30 -2.00
Br 3.20 0.93 -3.38
Br 5.22 -1.43 -2.59
Br 4.18 0.62 -0.35
H 2.92 -0.95 -1.80
C 7.07 2.20 -3.05
Br 6.52 3.43 -4.43
Br 8.53 1.07 -3.64
Br 7.50 3.12 -1.41
H 6.23 1.55 -2.85
C 2.28 1.43 3.51
Br 1.08 0.85 2.11
Br 4.04 0.67 3.28
Br 2.33 3.35 3.66
H 1.89 1.05 4.45
C 7.25 0.96 5.60
Br 7.60 -0.89 6.01
Br 7.94 2.14 6.96
Br 7.88 1.44 3.84
H 6.17 1.08 5.59
C 7.96 -4.40 4.38
Br 9.79 -4.59 3.78
Br 6.70 -4.68 2.94
Br 7.58 -5.54 5.89
H 7.84 -3.38 4.71
C -7.35 4.52 -5.10
Br -6.73 4.48 -6.92
Br -6.14 5.49 -3.95
Br -9.16 5.19 -4.96
H -7.37 3.49 -4.75
C 11.20 -4.92 7.91
Br 10.17 -3.29 7.84
Br 13.01 -4.61 8.53
Br 10.31 -6.28 8.96
H 11.27 -5.30 6.90
C -2.55 -0.03 4.37
Br -1.13 0.93 5.27
Br -3.75 1.17 3.44
Br -1.87 -1.41 3.20
H -3.13 -0.53 5.14
C -1.58 -3.91 -6.71
Br -0.08 -3.81 -5.50
Br -3.26 -3.89 -5.76
Br -1.50 -2.54 -8.06
H -1.51 -4.87 -7.21
C 6.30 -1.88 9.72
Br 7.74 -0.94 10.61
Br 5.10 -0.66 8.82
Br 6.97 -3.25 8.53
H 5.72 -2.38 10.49
C -5.55 5.76 -10.81
Br -6.77 5.13 -12.17
Br -3.78 5.01 -11.03
Br -5.51 7.69 -10.72
H -5.93 5.40 -9.85
*
```

Relative energy (zero: lowest compared OMol25 entry of this formula, charge and spin)   0.0 kcal per mole

no.,LUMO (eV)
1,-2.84
2,-0.38